(1)
Below is a structure of composition C31H44BBr2MnN9OS3, with properties calculated with ωB97M-V with the def2-TZVPD basis set.

E_tot   -252909.0898 eV
HOMO (spin up / spin down)   -9.9 / -10.1 eV
Gap between HOMO and LUMO (spin up / spin down)   0.2133 / 0.2798 hartree
M   880.51 Da
Net charge   +1
Multiplicity   5

Positions of all 92 atoms, in Å:
Mn 0.746433 0.631104 0.336864
C -0.791339 3.110427 -5.346747
C -0.755891 3.103846 -3.820986
C -1.606080 4.267686 -3.304192
C 0.706870 3.204436 -3.390660
N -1.351717 1.817193 -3.340613
C -1.904684 0.879951 -4.188155
C -2.402701 -0.113641 -3.430746
N -2.174340 0.199723 -2.111819
B -2.707744 -0.736102 -1.011078
N -3.106616 0.057435 0.262900
C -4.355478 0.621015 0.341916
C -4.505512 1.134261 1.577141
N -3.331916 0.910106 2.269506
C -2.483226 0.248765 1.434955
S -0.884957 -0.306957 1.788988
C -3.167496 1.224662 3.724499
C -3.048172 -0.092904 4.493723
C -4.405687 1.980848 4.199225
C -1.955288 2.130045 3.959292
N -1.770796 -1.938263 -0.695063
C -2.324464 -3.106887 -0.222479
C -1.368934 -4.051977 -0.209051
N -0.196932 -3.472409 -0.658670
C -0.467548 -2.166254 -0.957667
S 0.628687 -0.984761 -1.555902
C 1.030425 -4.266604 -0.983692
C 1.225676 -4.254393 -2.503559
C 0.803682 -5.706121 -0.529223
C 2.264871 -3.744476 -0.245449
C -1.518123 1.379591 -2.061633
S -1.039006 2.181860 -0.614037
H -0.334848 4.035211 -5.694121
H -1.811077 3.078733 -5.733222
H -0.216936 2.281044 -5.762595
H -1.196709 5.209350 -3.670206
H -1.614578 4.295834 -2.217823
H -2.633087 4.173687 -3.662229
H 1.166688 4.071829 -3.865642
H 1.249668 2.312562 -3.705446
H 0.814988 3.308064 -2.318228
H -1.888955 0.973391 -5.256612
H -2.908112 -1.019088 -3.716776
H -3.722627 -1.219295 -1.426952
H -5.033717 0.605979 -0.492824
H -5.347441 1.645263 2.001920
H -3.942442 -0.699884 4.344263
H -2.946707 0.113420 5.559293
H -2.179269 -0.660684 4.164612
H -5.306810 1.371803 4.126097
H -4.541683 2.906176 3.637674
H -4.269011 2.240312 5.247222
H -1.031718 1.599830 3.764673
H -1.951484 2.461042 4.997881
H -2.021294 3.009732 3.315180
H -3.364576 -3.171499 0.046032
H -1.437556 -5.074923 0.108848
H 0.331185 -4.635409 -3.000018
H 2.066580 -4.894597 -2.770377
H 1.430646 -3.250812 -2.869959
H -0.006459 -6.183797 -1.081606
H 0.595997 -5.762755 0.540761
H 1.714579 -6.268538 -0.724709
H 2.491695 -2.717019 -0.501431
H 3.124372 -4.357266 -0.519533
H 2.119604 -3.821202 0.833752
C 1.631562 -1.921685 2.974278
C 2.796776 -1.337715 2.239009
C 4.096453 -1.779290 2.556563
C 5.177358 -1.292719 1.883270
C 4.990334 -0.332227 0.871462
C 6.028231 0.245022 0.107655
Br 7.827751 -0.283460 0.382120
C 5.756312 1.193592 -0.835895
C 4.436643 1.594003 -1.067054
Br 4.103441 2.923774 -2.362488
C 3.365679 1.057444 -0.373434
O 2.114967 1.414958 -0.573765
C 3.661250 0.078889 0.623315
N 2.588333 -0.427844 1.301646
H 1.914700 -2.848891 3.468535
H 0.802837 -2.113635 2.297592
H 1.279765 -1.227349 3.741567
H 4.228323 -2.511474 3.341351
H 6.174452 -1.644023 2.110843
H 6.557494 1.643290 -1.404406
N 2.265024 3.102763 1.794970
N 1.095715 2.305717 1.985248
H 2.228353 3.939136 2.365091
H 2.302154 3.382977 0.822634
H 0.237771 2.850006 1.939240
H 1.157417 1.891042 2.905166

Cartesian forces (eV/Å) of the 2 atoms listed first:
-0.4 -0.1 0.3
0.0 0.0 -0.1


(2)
Below is a cluster of 2 separate species, C3H7NO in total, with properties calculated with ωB97M-V with the def2-TZVPD basis set.

E_tot   -6759.1732 eV
HOMO (spin up / spin down)   -7.7 / -7.7 eV
Energy relative to the best compared isomer or geometry (same formula, charge and spin)   345.1 kJ/mol
Gap between HOMO and LUMO (spin up / spin down)   0.2729 / 0.2729 hartree
M   73.09 Da
Multiplicity   1

Positions of all 12 atoms, in Å:
C -1.776006 -0.520988 0.130262
N -0.655751 -0.069789 0.521941
C 0.661767 -0.808115 0.063818
O 0.415139 -1.822980 -0.580614
C 1.729211 -0.087894 0.496212
H -0.122505 1.995291 -1.648458
H -2.711366 -0.037587 0.393620
H -1.717119 -1.419943 -0.484028
H -0.598944 0.772588 1.088850
H 0.428595 1.609033 -1.326294
H 2.729861 -0.425498 0.260506
H 1.617119 0.815886 1.084186

Cartesian forces (eV/Å) of the 2 atoms listed first:
0.2 0.0 0.1
-0.3 -0.1 -0.1


(3)
Below is a structure of composition C14H37N2Na2O6Pb in a non-equilibrium geometry, with properties calculated with ωB97M-V with the def2-TZVPD basis set.

E_tot   -44425.9770 eV
HOMO   -13.8 eV
Gap between HOMO and LUMO   0.0501 hartree
M   582.64 Da
Net charge   +3
Multiplicity   1

Positions of all 62 atoms, in Å:
Na -14.530641 -23.971506 24.424282
Na -10.761825 -24.406099 27.698217
Pb -10.085743 -22.203237 22.847715
C -11.224508 -20.087894 26.631636
O -11.740887 -21.232038 25.939558
H -11.528146 -19.183364 26.104632
H -11.682206 -20.095035 27.620855
H -10.134572 -20.094332 26.641577
C -7.597290 -15.761254 30.187188
O -6.337989 -16.418425 30.323727
C -6.321456 -17.870822 30.510671
C -6.531444 -18.653104 29.210604
N -5.392953 -18.182635 28.297372
C -5.583935 -18.699050 26.915755
C -4.274447 -18.603142 26.052078
O -4.463379 -17.988160 24.823122
C -3.352864 -17.976618 23.927052
H -8.151588 -16.046960 29.293197
H -7.646145 -14.672468 30.203621
H -8.246152 -16.138680 30.977527
H -7.021967 -18.089102 31.316735
H -5.347140 -18.074684 30.954812
H -7.488144 -18.363135 28.776156
H -6.397130 -19.714651 29.418407
H -5.346687 -17.174906 28.247881
H -6.514394 -18.260411 26.555286
H -5.730913 -19.778070 26.868589
H -3.828449 -19.589894 25.927553
H -3.465042 -18.104395 26.585199
H -3.758696 -17.195613 23.284070
H -3.318659 -18.972609 23.485519
H -2.340368 -17.690508 24.211829
C -15.028842 -10.776919 19.333787
O -14.644535 -11.048547 20.703923
C -14.586267 -12.397136 20.916311
C -13.886937 -12.836638 22.247901
N -13.924774 -14.283596 22.388442
C -13.256047 -14.652682 23.719918
C -11.713572 -14.428672 23.756913
O -11.385323 -13.323762 24.676850
C -10.013687 -13.151129 24.862372
H -14.199000 -11.048008 18.681116
H -15.268842 -9.741197 19.093389
H -15.850092 -11.400245 18.980086
H -14.069167 -12.902199 20.100457
H -15.628773 -12.712925 20.955725
H -14.395673 -12.266784 23.025431
H -12.869367 -12.447766 22.285739
H -14.866187 -14.611906 22.549887
H -13.359841 -15.727664 23.867350
H -13.780153 -14.207882 24.565832
H -11.291764 -14.178975 22.783342
H -11.307375 -15.372314 24.121122
H -9.760207 -12.484649 24.037955
H -9.354319 -14.018769 24.885320
H -9.851634 -12.647402 25.815309
C -16.061371 -20.468983 27.105880
O -15.760109 -20.736007 25.790316
H -16.172344 -21.371275 27.707253
H -15.299359 -19.818681 27.535468
H -17.052694 -20.053344 27.286512
H -14.814157 -20.868314 25.694014

Cartesian forces (eV/Å) of the 2 atoms listed first:
-0.5 0.3 0.0
0.1 0.3 0.3


(4)
Below is a structure of composition C30H24IN3NaO2PTe in a non-equilibrium geometry, with properties calculated with ωB97M-V with the def2-TZVPD basis set.

E_tot   -69161.4154 eV
HOMO (spin up / spin down)   -0.8 / 1.1 eV
Energy relative to the best compared isomer or geometry (same formula, charge and spin)   0.0 kJ/mol
Gap between HOMO and LUMO (spin up / spin down)   0.1546 / 0.0853 hartree
M   767.01 Da
Net charge   -2
Multiplicity   1

Positions of all 63 atoms, in Å:
Na -13.621619 -7.598787 -11.521003
O -14.831675 -8.871475 -10.199296
C -14.982394 -7.789664 -9.464012
O -14.603465 -6.651629 -9.825661
C -15.747969 -7.870912 -8.191910
C -17.061286 -7.417217 -8.224469
C -17.735954 -7.170908 -7.052243
C -17.095398 -7.351101 -5.788134
C -15.793553 -7.801596 -5.790028
C -15.204793 -8.258357 -6.962727
P -13.695378 -9.174812 -6.764745
C -12.628844 -7.843186 -6.248803
C -11.434827 -8.210631 -5.577401
C -10.588426 -7.234785 -5.065547
C -10.832961 -5.914397 -5.276565
C -11.957317 -5.557946 -6.053241
C -12.848959 -6.496675 -6.499441
C -13.785245 -10.457323 -5.452522
C -13.351952 -11.823737 -5.493057
C -13.663194 -12.668244 -4.468449
C -14.238622 -12.212152 -3.291015
C -14.476984 -10.843120 -3.155314
C -14.041228 -9.970921 -4.155329
H -17.560033 -7.177385 -9.159948
H -18.764089 -6.853199 -7.019266
H -17.599688 -7.086798 -4.838707
H -15.220826 -7.737907 -4.861526
H -11.271349 -9.256845 -5.361079
H -9.803167 -7.493089 -4.383064
H -10.109774 -5.248130 -4.825659
H -12.183061 -4.511981 -6.253447
H -13.729782 -6.113705 -6.989168
H -12.787188 -12.222208 -6.318095
H -13.444156 -13.746985 -4.639822
H -14.513457 -12.938576 -2.541171
H -14.922455 -10.416181 -2.280061
H -13.987467 -8.890614 -3.898005
I -10.784476 -10.365335 -8.023855
C -13.038930 -10.180167 -8.117951
H -13.416791 -11.170716 -8.351985
H -13.244996 -9.609695 -9.049855
N -9.037276 -9.621974 -15.932749
C -9.941762 -9.869692 -15.189841
N -11.037322 -10.138551 -14.504808
C -11.559908 -9.253090 -13.711936
N -11.925461 -8.395846 -12.996755
C -18.058670 -9.091512 -15.177434
Te -16.635580 -8.756683 -13.436532
C -17.780208 -10.701343 -12.924476
C -18.128663 -11.305754 -14.171777
C -18.191083 -12.704559 -14.323251
C -18.089289 -13.306555 -15.576778
C -18.183567 -12.506514 -16.693733
C -18.433344 -11.119932 -16.522717
C -18.220063 -10.504039 -15.327257
H -17.527193 -8.568362 -15.946212
H -18.973957 -8.568320 -14.884436
H -18.527317 -10.349781 -12.222439
H -17.079358 -11.241821 -12.302890
H -18.271741 -13.368316 -13.432555
H -17.980130 -14.403760 -15.624220
H -18.162563 -12.965708 -17.656645
H -18.723527 -10.528273 -17.415554

Cartesian forces (eV/Å) of the 2 atoms listed first:
0.4 -0.3 -1.2
-0.3 2.4 2.5


Q: Which formula does entry 1 have?
A: C31H44BBr2MnN9OS3